Molecular formula: C7H10FN
Method: DFT, ωB97M-V/def2-TZVPD

Last column: Löwdin charge in e.
Geometry (Å):
C: -1.141712 1.629172 -1.677587  -0.0074
C: 1.744994 0.564803 -0.216892  0.0299
C: -1.376295 1.307250 -0.414983  -0.1834
C: 1.098763 -0.507504 0.162329  -0.2978
C: -1.413198 -0.030081 0.031308  -0.3517
C: 1.355143 -1.021169 1.575285  -0.0476
C: -0.193103 -0.987577 -0.580670  -0.1482
N: -2.218157 -0.425481 0.884810  0.2619
F: -0.471028 -2.255210 -0.128373  -0.0297
H: -1.190626 2.673794 -1.824473  0.0416
H: -0.726090 0.954971 -2.324016  0.0209
H: 1.775372 0.868190 -1.304595  0.0861
H: 2.615438 0.999739 0.276074  0.0706
H: -1.516060 2.067010 0.295526  0.0944
H: 1.511208 -2.116840 1.631085  0.0867
H: 2.145792 -0.545953 2.049786  0.0395
H: 0.414259 -0.635488 2.175334  0.1241
H: -0.265179 -1.175749 -1.658136  0.1526
H: -2.149530 -1.363877 1.048196  0.0574

Cartesian forces, eV/Å:
0.139 2.069 0.810
2.248 1.020 -3.467
-0.222 -1.661 0.032
-1.361 -0.590 0.549
4.213 3.053 -4.542
-3.900 -0.426 -0.204
-0.068 -0.011 2.461
-1.072 -0.816 3.079
-0.179 -1.017 0.559
0.415 0.911 -1.018
0.459 -1.366 -2.065
-0.786 0.003 1.301
-0.459 -0.262 0.512
-1.031 0.849 0.949
-0.498 0.638 0.055
1.707 0.985 0.419
1.544 -1.392 -0.768
0.394 1.363 -0.035
-1.541 -3.349 1.374

2S+1 ... 3
Largest force on an atom ... 6.91 eV/A
<S²> ... 2.024
ΔE to the lowest compared entry with this formula, charge and spin ... 37.01 kcal/mol
LUMO (spin up / spin down) ... 0.036 / -0.117 Ha
Energy ... -11621.2625 eV
Total charge ... 0
HOMO-LUMO gap (spin up / spin down) ... 6.375 / 6.075 eV


Molecular formula: C5H7N3
Method: DFT, ωB97M-V/def2-TZVPD

Last column: Löwdin charge in e.
Geometry (Å):
C: 1.760436 0.615889 -0.942275  -0.1281
C: 1.118994 -0.117762 0.148496  -0.5110
C: -1.053074 -0.955929 -0.230580  -0.1399
C: -0.915297 0.526834 -0.336348  -0.3369
C: 0.007877 0.786401 0.790064  -0.2369
H: 1.845628 0.033177 1.164795  0.1920
H: 1.388872 -2.177975 -0.492801  0.2961
H: -1.748871 -1.472234 0.486162  0.1258
H: -1.329096 -1.531349 -1.080469  0.0836
H: -0.338040 0.853574 -1.343107  0.1731
H: -1.687443 1.186647 1.346728  0.1479
H: -0.353897 0.264903 1.752490  0.1494
N: 2.022290 1.622694 -1.721534  0.1218
N: 0.446416 -1.291815 -0.046957  -0.0531
N: -1.164795 1.656946 0.505336  0.1162

Cartesian forces, eV/Å:
2.398 9.536 -6.837
3.880 4.125 4.846
-0.225 -2.060 -0.557
-0.649 -0.611 -2.909
-0.075 -1.962 1.992
-0.821 -1.404 -2.819
-4.693 3.223 1.357
0.992 1.173 0.455
-0.392 0.248 -1.532
-1.996 -0.660 2.309
0.245 2.168 -1.974
1.585 0.027 -1.501
-1.920 -9.250 6.603
2.905 -4.042 -0.762
-1.234 -0.511 1.328

Largest force on an atom ... 11.98 eV/A
ΔE to the lowest compared entry with this formula, charge and spin ... 237.53 kcal/mol
LUMO ... 0.008 Ha
Energy ... -9759.0874 eV
Total charge ... 0
HOMO-LUMO gap ... 9.173 eV


Molecular formula: C27H56BrF2N2O4
Method: DFT, ωB97M-V/def2-TZVPD

Last column: Löwdin charge in e.
Geometry (Å):
C: -2.002899 2.505120 0.210202  -0.1573
C: -2.089158 3.293056 -1.171423  -0.6520
Br: -1.954911 5.251105 -0.695419  0.6904
C: -0.905780 3.033872 -2.224527  -0.1730
N: -0.868030 1.675714 -2.883051  -0.1342
C: -2.228195 1.167578 -3.284404  -0.1255
C: -3.061253 0.315173 -2.239525  -0.1470
C: -4.004285 -0.783795 -2.986662  -0.1300
C: -4.082508 -2.155491 -2.153511  -0.1863
O: -3.290748 -3.208268 -2.770190  -0.0907
C: -3.921696 -3.714286 -3.937847  -0.2452
O: -3.218049 -3.804964 -4.977206  0.0324
C: -0.355988 2.068846 -4.281902  -0.0899
C: 1.239643 2.387155 -4.268783  -0.1820
F: 1.625733 3.755597 -4.080192  -0.0312
C: 1.580150 1.478849 -2.938358  -0.0437
C: 0.228033 0.684952 -2.486988  -0.2437
C: 0.387588 0.227818 -0.964895  -0.1155
C: 1.101875 1.227816 0.052902  -0.1906
C: 0.903609 0.733484 1.598641  -0.1864
C: 2.304647 0.471247 2.353872  -0.1947
C: 2.745470 -1.070197 2.402791  -0.2718
N: 1.600685 -1.911196 2.858056  -0.0429
C: 0.068500 -0.767185 -3.220366  -0.2266
C: 1.451902 -1.498240 -3.538261  -0.0333
F: -0.695448 -1.703033 -2.400608  -0.0550
H: -2.958132 2.785693 0.801415  0.0999
H: -2.055648 1.359444 0.114758  0.0733
H: -1.141364 2.845517 0.898726  0.0772
H: -3.145024 3.189845 -1.625347  0.0947
H: 0.058891 3.333709 -1.681182  0.1317
H: -1.039166 3.880369 -3.002245  0.1352
H: -2.230605 0.563985 -4.269618  0.1379
H: -2.856319 2.103646 -3.545610  0.1596
H: -2.494066 -0.232791 -1.427690  0.0890
H: -3.804678 1.019043 -1.702196  0.1209
H: -3.674346 -1.004312 -4.056579  0.1163
H: -5.069365 -0.346793 -3.054243  0.1263
H: -5.205859 -2.423647 -2.079404  0.1322
H: -3.719665 -1.979009 -1.075826  0.1366
H: -5.017740 -4.077340 -3.963931  0.1724
H: -1.019365 2.810278 -4.870164  0.1702
H: -0.332739 1.217002 -5.067688  0.1495
H: 1.875436 1.827539 -5.051951  0.1672
H: 2.557668 0.881343 -2.960105  0.1383
H: 1.909104 2.349805 -2.245427  0.1294
H: 1.071200 -0.706553 -0.966151  0.1389
H: -0.573340 -0.135200 -0.455974  0.1062
H: 2.236706 1.187416 -0.158075  0.1134
H: 0.767609 2.310090 0.036397  0.0839
H: 0.169896 -0.138272 1.662754  0.0987
H: 0.403188 1.604390 2.174436  0.1042
H: 2.292265 0.892137 3.430435  0.1194
H: 3.111132 1.090947 1.804636  0.0918
H: 3.593894 -1.143038 3.181563  0.1135
H: 3.091438 -1.355174 1.351186  0.1152
H: 1.262652 -1.640437 3.788117  0.0745
H: 1.809607 -2.912883 2.785996  0.0672
H: -0.495382 -0.721832 -4.207241  0.1408
H: 2.150121 -1.564945 -2.638557  0.0936
H: 1.979753 -0.994038 -4.432252  0.1001
H: 1.225283 -2.571822 -3.876394  0.1101
C: 6.615364 1.962669 5.410725  -0.0788
C: 6.686166 1.015249 4.226565  -0.2759
O: 5.709724 1.281466 3.228208  -0.1826
C: 5.780576 2.553455 2.599627  -0.2846
C: 7.080674 2.784719 1.848428  -0.0782
H: 5.598960 2.007278 5.809726  0.0822
H: 7.292953 1.635691 6.202767  0.0803
H: 6.900008 2.979106 5.126548  0.0680
H: 6.493959 -0.001653 4.579983  0.1175
H: 7.689077 1.005251 3.786922  0.1089
H: 5.597681 3.350319 3.327798  0.1098
H: 4.953124 2.588845 1.884951  0.1006
H: 7.928777 2.858143 2.533209  0.0695
H: 7.031027 3.714323 1.276878  0.0780
H: 7.283686 1.956853 1.164179  0.0832
C: -2.595825 -3.825915 3.284448  -0.0802
C: -3.689704 -2.784386 3.439096  -0.2793
O: -4.396788 -2.521328 2.234245  -0.1758
C: -5.102257 -3.616340 1.665204  -0.2882
C: -6.194802 -4.165934 2.566178  -0.0764
H: -1.936638 -3.573274 2.449985  0.0775
H: -2.000758 -3.893673 4.198170  0.0782
H: -3.012824 -4.816166 3.083573  0.0685
H: -3.231791 -1.837515 3.738848  0.1163
H: -4.386176 -3.057491 4.238663  0.1095
H: -4.404667 -4.404584 1.363393  0.1083
H: -5.563127 -3.240240 0.747142  0.1053
H: -5.775427 -4.644820 3.454143  0.0697
H: -6.789516 -4.911438 2.033665  0.0799
H: -6.853383 -3.363448 2.907819  0.0853

Cartesian forces, eV/Å:
-1.112 0.272 0.827
-0.126 -0.663 0.559
0.001 -1.135 -0.487
-0.714 3.036 2.040
0.618 0.583 -3.311
-2.974 -0.642 -0.134
-1.468 -0.089 0.168
-0.231 0.313 0.422
-1.085 0.937 0.471
-2.356 0.097 -1.146
3.254 -0.141 -3.123
-2.946 0.209 4.040
2.186 0.552 -4.311
-0.154 -2.220 2.033
-0.800 -2.418 -0.387
0.575 2.055 0.290
2.321 -1.817 1.388
0.179 0.191 1.412
0.753 -0.589 0.853
0.001 1.023 0.255
0.079 0.095 -0.079
0.120 1.006 0.755
0.342 0.219 -0.772
0.296 -0.885 -0.854
-0.151 -0.111 -0.398
1.002 1.879 -1.069
1.488 -0.418 -0.977
0.383 1.826 -0.046
-1.216 -0.658 -1.464
1.884 0.135 0.625
-1.274 -1.075 -0.974
0.192 -1.810 0.950
0.721 0.989 1.727
1.199 -1.405 0.448
-0.238 0.820 -1.276
1.374 -1.063 -0.677
-0.253 0.253 1.420
1.664 -0.688 0.039
1.802 -0.001 -0.162
-0.353 -0.549 -1.715
1.526 0.809 0.731
0.996 -0.795 1.711
-0.383 0.666 1.982
-1.471 1.824 0.399
-1.836 0.416 -0.384
-1.064 -1.679 -0.400
-1.235 1.506 -0.207
1.228 0.582 -1.200
-1.759 0.290 0.243
0.379 -1.353 -0.416
1.260 0.949 -0.048
0.677 -1.359 -0.987
-0.209 -0.730 -1.685
-1.127 -1.079 0.960
-0.813 0.176 -1.629
-0.447 0.005 1.558
0.481 -0.395 -0.520
-0.119 0.726 0.398
0.550 0.041 1.351
-0.960 0.255 -1.230
-0.775 -0.645 1.523
0.125 1.650 0.588
0.015 0.266 -0.084
0.010 -0.045 0.152
-0.220 -0.104 -0.118
0.103 -0.051 -0.055
0.181 -0.032 0.144
0.067 -0.089 0.001
-0.057 0.004 -0.070
0.047 -0.055 0.076
-0.119 0.065 -0.210
0.008 0.076 0.024
0.069 0.033 0.004
-0.030 -0.159 0.139
-0.030 0.071 -0.066
-0.008 -0.058 0.037
-0.081 0.071 0.006
-0.098 -0.238 -0.121
0.131 0.010 0.059
0.024 0.210 -0.194
-0.119 -0.013 0.067
0.096 -0.047 0.213
0.002 0.064 0.092
-0.051 0.026 -0.062
0.061 0.024 0.084
-0.169 0.019 -0.176
0.017 -0.075 -0.022
-0.006 -0.059 0.056
0.140 0.151 0.081
-0.055 -0.049 -0.070
0.042 0.059 0.025
0.023 -0.044 -0.109

Largest force on an atom ... 5.00 eV/A
LUMO ... -0.081 Ha
Energy ... -115541.9296 eV
Total charge ... +1
HOMO-LUMO gap ... 8.814 eV


Molecular formula: C6H8Cl2O4S
Method: DFT, ωB97M-V/def2-TZVPD

Last column: Löwdin charge in e.
Geometry (Å):
O: 3.489694 -0.420326 1.459330  0.0821
C: 2.441374 -0.682215 1.031153  -0.7720
Cl: 1.402817 -1.754474 2.022102  0.6892
C: 2.041276 -0.068434 -0.333484  -0.1280
C: 0.546431 0.312370 -0.520080  -0.3514
C: -0.405169 -0.939093 -0.728303  -0.6668
Cl: 0.098716 -1.818807 -2.233204  0.6372
C: -1.859128 -0.391724 -0.928342  -0.1837
C: -2.234899 0.261666 0.448471  -0.2007
O: -1.708185 1.599482 0.599178  -0.2093
S: -0.073359 1.517692 0.699312  0.6613
O: 0.316774 1.239542 2.051529  -0.2651
O: 0.400191 2.800081 0.259883  -0.2652
H: 2.424783 -0.712033 -1.153871  0.1204
H: 2.622406 0.875604 -0.422073  0.1397
H: 0.488929 0.842981 -1.498296  0.1383
H: -0.458825 -1.593653 0.156347  0.0659
H: -2.536661 -1.267326 -1.021757  0.1227
H: -1.932426 0.307955 -1.780246  0.1283
H: -1.744110 -0.351879 1.245685  0.1221
H: -3.320629 0.242593 0.646666  0.1351

Cartesian forces, eV/Å:
1.918 0.194 0.904
-0.810 0.467 -0.947
-0.252 0.015 -0.633
-0.651 0.701 0.639
-0.517 -1.949 -1.465
-1.013 1.512 -0.235
-0.037 0.188 0.815
0.232 -0.489 1.395
0.194 -1.076 0.009
1.365 -1.061 -0.743
0.748 3.072 1.107
-0.564 -1.451 -0.469
-0.454 -0.521 -0.798
-0.681 0.159 0.515
-0.202 -0.671 0.364
-0.072 -0.003 0.812
0.566 -0.043 -0.733
0.364 0.610 -0.372
-0.096 -0.396 0.416
-0.630 0.242 -0.371
0.592 0.503 -0.210

Largest force on an atom ... 3.35 eV/A
ΔE to the lowest compared entry with this formula, charge and spin ... 0.00 kcal/mol
SMILES ... O=C(Cl)C[C@H]1[C@H](Cl)CCOS1(=O)=O
LUMO ... 0.016 Ha
Energy ... -50420.8077 eV
Total charge ... 0
HOMO-LUMO gap ... 11.432 eV


Molecular formula: C3H3NO2
Method: DFT, ωB97M-V/def2-TZVPD

Last column: Löwdin charge in e.
Geometry (Å):
O: -0.220612 -0.902439 -3.163709  -0.3571
N: 0.722232 -0.134960 -2.496473  -0.4473
O: 1.608719 0.445029 -3.262824  -0.2869
C: 0.755292 -0.206365 -1.221171  -0.3416
C: 1.204491 0.470358 0.137440  -0.2372
C: -0.101194 -0.380647 -0.045366  -0.3040
H: 0.795459 1.475240 0.142922  -0.0767
H: -0.397557 -1.336858 0.197876  0.0096
H: -1.014386 0.171944 -0.119190  0.0410

Cartesian forces, eV/Å:
0.646 0.895 0.644
-0.864 -1.925 -1.711
-0.070 0.332 0.473
0.867 2.391 2.984
-0.207 -2.035 -1.560
0.273 1.475 -1.917
0.160 0.695 -0.161
0.154 -2.549 1.381
-0.959 0.721 -0.133

Largest force on an atom ... 3.92 eV/A
ΔE to the lowest compared entry with this formula, charge and spin ... 39.72 kcal/mol
SMILES ... [O-]N([O-])C1=CC1
LUMO ... 0.288 Ha
Energy ... -8735.2251 eV
Total charge ... -2
HOMO-LUMO gap ... 5.435 eV


Molecular formula: C24H14Br2F6IrN3O3
Method: DFT, ωB97M-V/def2-TZVPD

Last column: Löwdin charge in e.
Geometry (Å):
Ir: 0.241710 0.663350 -1.291779  1.6214
Br: -2.355944 -2.061449 -0.602606  0.9443
C: -1.947562 -1.529157 -2.345972  -0.6655
C: -2.625717 -2.183626 -3.367551  -0.0813
C: -2.310253 -1.905815 -4.679998  0.0001
C: -1.318660 -0.978492 -4.945718  0.0401
C: -0.706916 -0.353729 -3.883760  -0.1624
N: -1.010322 -0.605505 -2.592782  -0.0136
C: 0.338117 0.700725 -4.130814  -0.5517
O: 0.915317 0.821318 -5.167399  0.1681
O: 0.537964 1.466048 -3.072682  -0.2952
H: -3.381449 -2.910386 -3.111132  0.1106
H: -2.822768 -2.416682 -5.483106  0.1305
H: -1.003198 -0.722639 -5.946825  0.1393
C: 2.341447 -2.992048 -1.111769  0.0435
C: 2.208062 -1.586028 -0.537969  -0.3773
O: 1.325060 -0.910457 -1.385200  -0.2336
C: 3.598906 -0.892618 -0.525836  -0.5543
F: 4.326334 -1.277374 -1.573648  0.1805
F: 3.468436 0.442377 -0.601580  0.1457
F: 4.288707 -1.172562 0.579133  0.1878
C: 1.655990 -1.702151 0.901692  -0.5779
F: 0.380317 -2.094670 0.864860  0.1138
F: 2.333351 -2.587166 1.623679  0.1896
F: 1.701048 -0.521816 1.548293  0.1468
H: 2.612586 -2.926115 -2.161881  0.1077
H: 1.390008 -3.512110 -1.019703  0.1071
H: 3.112503 -3.540080 -0.573958  0.1151
Br: 2.600921 3.314969 -2.740717  0.9544
C: 2.443717 2.939034 -0.915802  -0.7101
C: 3.466181 3.449059 -0.128468  -0.1071
C: 3.405335 3.333102 1.242229  -0.0112
C: 2.276379 2.760584 1.802250  -0.0220
C: 1.307738 2.264089 0.965755  -0.1316
N: 1.373584 2.300770 -0.392277  -0.0716
H: 4.294924 3.939776 -0.615241  0.1091
H: 4.213759 3.700743 1.859528  0.1293
H: 2.143782 2.689020 2.870572  0.1229
H: 0.419071 1.820952 1.375289  0.0647
N: -5.496808 -0.057132 6.751590  0.1844
C: -4.843428 0.071683 5.818465  -0.1682
C: -4.024583 0.225916 4.648368  -0.2086
C: -4.624028 0.304557 3.392760  -0.0017
C: -3.836297 0.426969 2.265126  -0.0075
C: -2.445263 0.483757 2.390374  -0.2321
C: -1.850549 0.419771 3.654540  -0.0026
C: -2.637933 0.284004 4.780002  -0.0027
C: -1.620632 0.564365 1.231286  -0.1019
C: -0.907974 0.620176 0.243328  -0.2656
H: -5.700637 0.259392 3.310614  0.1292
H: -4.286217 0.479699 1.284320  0.1219
H: -0.773814 0.470864 3.740319  0.1206
H: -2.190303 0.222737 5.761801  0.1288

Cartesian forces, eV/Å:
-0.910 0.633 -1.122
-0.075 -0.108 -0.057
0.151 -0.027 0.080
0.004 0.025 -0.017
-0.072 -0.087 -0.030
0.159 0.077 0.064
-0.013 -0.008 -0.185
0.245 0.248 0.533
-0.294 -0.355 -0.020
-0.069 0.055 -0.208
0.286 0.264 0.326
0.010 0.000 0.024
-0.022 0.002 -0.012
0.018 0.018 0.004
-0.032 -0.021 -0.039
0.288 0.035 0.342
-0.313 -0.076 0.002
-0.070 0.006 -0.097
0.001 0.073 -0.064
0.023 -0.054 0.080
0.058 -0.025 0.040
-0.037 0.107 -0.071
0.003 -0.009 0.054
0.041 -0.042 0.035
-0.006 0.026 0.003
0.013 0.014 0.011
0.007 0.005 0.041
0.012 -0.051 -0.023
0.237 0.067 0.018
-0.097 0.225 -0.215
-0.044 0.071 -0.003
0.049 0.006 0.021
-0.110 0.059 -0.098
0.088 0.290 0.118
0.374 -1.090 0.479
-0.011 -0.005 -0.018
-0.002 0.027 -0.003
-0.020 -0.033 0.034
0.094 -0.063 0.018
-0.127 -0.021 0.183
0.091 0.030 -0.131
0.037 -0.015 -0.036
0.005 0.017 -0.015
0.004 -0.073 0.016
0.059 -0.072 -0.082
-0.032 0.079 0.005
0.010 -0.002 0.006
-0.202 0.344 0.079
0.208 -0.531 -0.069
-0.009 0.009 -0.007
-0.025 -0.008 -0.029
0.015 -0.034 0.025
0.003 -0.002 0.005

2S+1 ... 2
Largest force on an atom ... 1.58 eV/A
<S²> ... 0.771
ΔE to the lowest compared entry with this formula, charge and spin ... 28.47 kcal/mol
LUMO (spin up / spin down) ... -0.203 / -0.214 Ha
Energy ... -194947.8543 eV
Total charge ... +1
HOMO-LUMO gap (spin up / spin down) ... 6.245 / 6.025 eV